# 1
Density functional theory data (the ωB97M-V functional and the def2-TZVPD basis) for a molecular structure, C14H20Cl3NO3Re.

Structure (XYZ):
```
42
C14H20Cl3NO3Re | the Open Molecules 2025 dataset | the ωB97M-V functional and the def2-TZVPD basis
C -0.82 1.15 -1.67
C -0.21 2.11 -0.80
C -0.50 1.75 0.58
C 0.17 3.48 -1.21
C -1.39 0.58 0.49
C -1.54 0.23 -0.88
C -2.40 -0.88 -1.39
C -0.81 1.27 -3.15
C -0.65 2.81 1.62
C -2.25 0.13 1.60
Re 1.31 0.64 0.29
Cl 2.22 2.61 0.75
Cl 3.64 0.05 0.27
Cl 1.25 0.25 2.55
H 0.57 3.46 -2.23
H 0.96 3.90 -0.56
H -0.72 4.13 -1.22
H 0.24 3.44 1.65
H -0.79 2.35 2.59
H -1.50 3.45 1.36
H -1.77 0.30 2.57
H -2.45 -0.95 1.52
H -3.22 0.67 1.58
H -2.35 -1.73 -0.70
H -2.02 -1.21 -2.36
H -3.45 -0.57 -1.50
H 0.20 1.53 -3.48
H -1.51 2.03 -3.55
H -1.07 0.34 -3.66
O 1.31 -0.19 -1.44
H 1.75 -1.10 -1.44
O 2.41 -2.65 -1.25
C 2.12 -2.67 -0.05
C 2.48 -3.78 0.93
C 1.29 -3.76 1.88
C 0.49 -2.54 1.43
O -0.71 -2.40 1.63
N 1.32 -1.76 0.64
H 2.67 -4.74 0.43
H 3.39 -3.47 1.47
H 0.70 -4.69 1.82
H 1.63 -3.60 2.91
```

As for the expectation value of S²: 3.7862. As for the energy relative to the best compared isomer or geometry (same formula, charge and spin): 25.5 kcal per mole. Its total charge is -2. The spin multiplicity is 4. The electronic energy is -2284.88708 Ha. For the HOMO energy (alpha / beta), the calculation gives 0.59 / -0.94 eV. For the maximum force, the calculation gives 3.17 eV Å⁻¹.

=====

# 2
Density functional theory data (the ωB97M-V functional and the def2-TZVPD basis) for a molecular structure, C16H18B2N6O2Sn.

Structure (XYZ):
```
45
C16H18B2N6O2Sn | the Open Molecules 2025 dataset | the ωB97M-V functional and the def2-TZVPD basis
H -0.74 2.79 0.78
N -0.05 1.61 -0.82
B 0.59 0.68 -3.09
N 0.52 1.90 -2.05
C 0.78 3.23 -2.08
Sn -1.31 -0.46 -0.18
H 1.15 3.74 -2.95
C 0.42 3.79 -0.85
H 0.53 4.79 -0.49
C -0.20 2.75 -0.14
H 1.08 0.98 -4.15
C -1.32 -2.59 -0.23
H -2.02 -2.74 0.59
H -0.40 -3.09 -0.33
H -1.98 -2.57 -1.13
N -0.84 0.05 -3.29
N 1.45 -0.40 -2.31
N -1.55 -0.45 -2.21
N 1.01 -0.96 -1.12
C -1.64 -0.05 -4.38
C 2.59 -1.01 -2.68
H -1.39 0.32 -5.34
H 3.10 -0.74 -3.60
C -2.84 -0.64 -4.01
C 2.92 -1.98 -1.75
C -2.77 -0.84 -2.65
C 1.85 -1.98 -0.83
H -3.72 -0.87 -4.57
H 3.81 -2.59 -1.69
H -3.48 -1.26 -1.95
H 1.68 -2.70 -0.04
H -2.51 0.65 0.18
O 0.28 -1.15 2.46
B -0.07 -0.03 1.65
O 0.24 1.14 2.40
C 0.58 0.73 3.66
C 0.50 1.47 4.83
C 0.41 0.78 6.05
C 0.46 -0.61 6.08
C 0.58 -1.35 4.90
C 0.60 -0.66 3.69
H 0.44 2.55 4.76
H 0.31 1.35 6.97
H 0.40 -1.14 7.03
H 0.58 -2.44 4.87
```

As for the energy relative to the best compared isomer or geometry (same formula, charge and spin): 125.4 kcal per mole. Its total charge is +2. The electronic energy is -1362.87275 Ha. For the HOMO energy (alpha / beta), the calculation gives -14.58 / -14.43 eV. For the maximum force, the calculation gives 3.85 eV Å⁻¹.

=====

# 3
Density functional theory data (the ωB97M-V functional and the def2-TZVPD basis) for a gas-phase ion, C10H12N3O2 (charge +1).

Structure (XYZ):
```
27
C10H12N3O2 | the Open Molecules 2025 dataset | the ωB97M-V functional and the def2-TZVPD basis
C 1.57 4.27 -0.42
C 1.98 3.03 -1.11
O 2.96 2.79 -1.72
O 0.99 2.01 -0.93
C 1.20 0.85 -1.52
C 0.44 -0.30 -1.26
C 0.99 -1.50 -1.82
C 0.73 -2.74 -1.21
N 0.48 -2.91 0.03
C 0.26 -2.48 1.24
C -0.77 -1.77 1.85
N -1.82 -1.12 1.28
C -3.06 -1.04 2.03
C -1.72 -0.45 0.09
N -0.71 -0.20 -0.63
H 2.12 4.33 0.52
H 0.50 4.27 -0.20
H 1.84 5.13 -1.02
H 2.12 0.77 -2.10
H 1.66 -1.43 -2.66
H 0.89 -3.65 -1.78
H 0.94 -2.93 1.96
H -0.82 -1.85 2.92
H -2.87 -0.69 3.04
H -3.76 -0.36 1.55
H -3.51 -2.03 2.09
H -2.66 0.01 -0.22
```

As for the energy relative to the best compared isomer or geometry (same formula, charge and spin): 37.6 kcal per mole. Its total charge is +1. The electronic energy is -702.63068 Ha. For the HOMO energy (alpha / beta), the calculation gives -11.91 / -11.38 eV. For the maximum force, the calculation gives 1.55 eV Å⁻¹.

=====

# 4
Density functional theory data (the ωB97M-V functional and the def2-TZVPD basis) for 2 unconnected molecules or ions with the total composition C2H9N5.

Structure (XYZ):
```
16
C2H9N5 | the Open Molecules 2025 dataset | the ωB97M-V functional and the def2-TZVPD basis
C 1.09 0.01 1.21
C -1.23 0.11 -2.36
N -0.59 0.04 -0.19
N 0.44 -0.06 2.30
N 2.33 -0.23 0.82
N -0.91 0.06 2.55
N -0.23 0.06 -1.36
H -1.81 1.05 -1.98
H -0.78 0.39 -3.35
H -1.85 -0.73 -2.27
H 1.07 -0.01 3.06
H 2.70 0.19 -0.05
H 2.56 -1.16 1.09
H -1.16 -0.02 3.54
H -1.49 0.10 1.75
H 0.71 -0.12 -1.61
```

As for the energy relative to the best compared isomer or geometry (same formula, charge and spin): 153.9 kcal per mole. Its total charge is +2. The electronic energy is -354.51612 Ha. For the HOMO energy, the calculation gives -18.76 eV. For the maximum force, the calculation gives 5.17 eV Å⁻¹.

=====

The highest electronic energy belongs to which entry? C2H9N5

=====

What did the fourth record say?
Density functional theory data (the ωB97M-V functional and the def2-TZVPD basis) for 2 unconnected molecules or ions with the total composition C2H9N5.

Structure (XYZ):
```
16
C2H9N5 | the Open Molecules 2025 dataset | the ωB97M-V functional and the def2-TZVPD basis
C 1.09 0.01 1.21
C -1.23 0.11 -2.36
N -0.59 0.04 -0.19
N 0.44 -0.06 2.30
N 2.33 -0.23 0.82
N -0.91 0.06 2.55
N -0.23 0.06 -1.36
H -1.81 1.05 -1.98
H -0.78 0.39 -3.35
H -1.85 -0.73 -2.27
H 1.07 -0.01 3.06
H 2.70 0.19 -0.05
H 2.56 -1.16 1.09
H -1.16 -0.02 3.54
H -1.49 0.10 1.75
H 0.71 -0.12 -1.61
```

As for the energy relative to the best compared isomer or geometry (same formula, charge and spin): 153.9 kcal per mole. Its total charge is +2. The electronic energy is -354.51612 Ha. For the HOMO energy, the calculation gives -18.76 eV. For the maximum force, the calculation gives 5.17 eV Å⁻¹.

=====

What is the formula in the fourth record? C2H9N5

=====

Among the records above, which one has the highest electronic energy? C2H9N5